Entry from the OMol25 dataset: a 2-piece molecular cluster, C7H14OSi overall in a non-equilibrium geometry (ωB97M-V/def2-TZVPD).

Structure (XYZ):
```
23
Properties=species:S:1:pos:R:3:nbo_charge:R:1
C 1.205 -1.432 3.020 -0.4049
C -1.345 0.933 2.299 -0.4448
C -0.067 -1.070 2.841 -0.2568
C -0.432 0.047 1.993 -0.2444
C -0.456 2.109 -2.098 -0.2381
C -1.049 -1.101 -1.483 -1.1040
C 1.922 -0.907 -0.447 -1.1293
O 0.208 1.449 -1.127 -0.9184
Si 0.253 0.019 -0.471 1.8228
H 1.630 -2.058 3.781 0.2034
H 1.937 -0.647 2.631 0.1855
H -1.826 1.687 1.799 0.1926
H -1.721 0.876 3.284 0.1648
H -0.864 -1.580 3.468 0.2049
H -1.215 2.736 -1.501 0.1823
H -0.933 1.552 -2.998 0.1784
H 0.211 2.848 -2.640 0.1807
H -0.499 -1.104 -2.377 0.2115
H -1.070 -2.159 -1.176 0.2408
H -2.050 -0.747 -1.704 0.2397
H 1.906 -1.479 -1.373 0.2329
H 2.748 -0.196 -0.372 0.2466
H 1.944 -1.600 0.334 0.2537
```

Summary:
Net charge: 0
LUMO level in Ha: 0.0288
Frontier orbital gap in eV: 8.823
Highest occupied orbital energy in eV: -8.039
Energy relative to the best compared isomer or geometry (same formula, charge and spin) in kJ/mol: 244.3
2S+1: 1
Energy in Eh: -639.74073